(1)
DFT (ωB97M-V/def2-TZVPD) results for C35H39N5O8PSTi as an isolated structure.

Results
**Electronic energy**: -3821.8582 Eh
**Charge**: +1
**Orbital gap**: 6.51 eV
**Energy relative to the best compared isomer or geometry (same formula, charge and spin)**: 5.45 kJ/mol
**Lowest unoccupied orbital energy**: -3.77 eV

Atoms and positions in Å:
Ti 0.4038 0.2516 -0.0009
O -1.4337 -5.7589 -2.9941
C -1.3819 -5.2053 -1.8991
O -1.9010 -5.4446 -0.7881
C -0.5479 -3.9210 -1.8400
C -0.7878 -2.8634 -2.7129
C -0.1857 -1.6337 -2.5230
N 0.6647 -1.4186 -1.4955
C 1.0353 -2.5000 -0.7737
C 0.4617 -3.7429 -0.9004
C 2.1006 -2.2162 0.1999
C 3.0199 -3.1643 0.6293
C 4.0683 -2.7618 1.4347
C 4.1837 -1.4203 1.7763
C 3.2227 -0.5408 1.3277
N 2.1887 -0.9306 0.5711
C -0.3318 -0.5773 -3.5622
C -1.4096 -0.5946 -4.4429
C -1.4394 0.2972 -5.5005
C -0.3843 1.1788 -5.6603
C 0.6328 1.1502 -4.7228
N 0.6618 0.3132 -3.6855
H -1.4204 -3.0516 -3.5687
H 0.7394 -4.5569 -0.2439
H 2.9275 -4.1899 0.3024
H 4.8008 -3.4807 1.7763
H 5.0007 -1.0563 2.3822
H 3.2623 0.5065 1.5935
H -2.2155 -1.3011 -4.3071
H -2.2681 0.2910 -6.1963
H -0.3434 1.8740 -6.4864
H 1.4703 1.8295 -4.8118
C 3.5760 2.6639 -0.7220
C 2.1532 2.5072 -1.2384
C 1.9558 3.2459 -2.5470
O 1.8546 1.0974 -1.3605
C 1.1831 3.0463 -0.1894
O 1.0084 4.2172 0.0201
O 0.5697 2.0899 0.4953
H 3.7131 2.1270 0.2159
H 3.7884 3.7179 -0.5484
H 4.2803 2.2721 -1.4556
H 2.6577 2.8783 -3.2967
H 2.1441 4.3048 -2.3810
H 0.9340 3.1387 -2.9116
H 1.5707 0.8253 -2.2829
C -6.1319 -2.3101 0.6217
N -4.7046 -2.0051 0.6817
C -3.7720 -2.9796 0.7161
C -2.4488 -2.6863 0.7538
C -2.1229 -1.3160 0.6848
O -0.8331 -0.9836 0.6741
N -3.0049 -0.3485 0.6709
C -4.3394 -0.6538 0.6367
O -5.2063 0.2040 0.5389
H -6.2622 -3.3834 0.7260
H -6.5448 -1.9748 -0.3275
H -6.6497 -1.7884 1.4225
H -4.1226 -4.0027 0.6848
H -1.7175 -3.4753 0.7150
C -2.3679 2.8805 -0.0200
S -1.8545 2.1179 -1.5480
C -3.4316 1.4675 -2.0661
O -1.0250 0.8609 -1.1893
H -2.7692 2.0982 0.6244
H -3.1459 3.5936 -0.2971
H -1.5188 3.4049 0.4101
H -3.9991 1.1056 -1.2100
H -3.2232 0.6797 -2.7855
H -3.9524 2.2863 -2.5639
C -1.0744 1.1631 3.1634
P 0.4750 0.3738 2.6406
C 0.4687 -1.2652 3.4242
C 1.7528 1.3270 3.5152
C 2.5964 0.7322 4.4548
C 3.5714 1.4821 5.0972
C 3.7200 2.8298 4.8058
C 2.8811 3.4314 3.8777
C 1.9025 2.6883 3.2362
H -1.0933 2.1834 2.7811
H -1.1165 1.1928 4.2524
H -1.9319 0.6201 2.7654
H 0.2017 -1.1906 4.4790
H 1.4507 -1.7308 3.3381
H -0.2616 -1.8945 2.9175
H 2.5036 -0.3169 4.6983
H 4.2117 1.0104 5.8310
H 4.4812 3.4123 5.3073
H 2.9820 4.4854 3.6551
H 1.2439 3.1815 2.5306


(2)
DFT (ωB97M-V/def2-TZVPD) results for a 2-piece molecular cluster, C35H40N5 overall in a non-equilibrium geometry.

Results
**Electronic energy**: -1631.1959 Eh
**Charge**: +1
**Orbital gap**: 5.79 eV
**Energy relative to the best compared isomer or geometry (same formula, charge and spin)**: 20.22 kJ/mol
**Lowest unoccupied orbital energy**: -4.09 eV

Atoms and positions in Å:
C 5.0964 -3.1909 4.1848
C 5.0911 -1.8772 4.6663
C 4.3779 -0.8856 3.9859
C 3.6777 -1.2027 2.8193
C 2.7129 -0.1813 2.2287
N 2.6460 -0.1487 0.7742
C 3.0236 0.9569 0.1576
N 4.1112 1.0619 -0.6698
C 4.4001 2.4407 -1.0158
C 3.1205 3.1763 -0.6342
N 2.4098 2.1873 0.1473
C 3.8550 -2.4567 2.2391
C 4.4861 -3.4812 2.9590
H 5.5710 -3.9892 4.7633
H 5.6282 -1.6202 5.5783
H 4.3522 0.1475 4.3309
H 1.6973 -0.4084 2.5884
H 2.9648 0.8162 2.6343
H 4.7682 0.2934 -0.7311
H 5.2181 2.8368 -0.3981
H 4.6488 2.5519 -2.0727
H 3.3461 4.0639 -0.0373
H 2.5412 3.4831 -1.5144
H 1.5621 2.3670 0.6769
H 3.4686 -2.6355 1.2349
H 4.4911 -4.4981 2.5587
C -6.5872 4.3233 -0.5186
N -6.2919 3.2464 0.4050
C -7.1081 3.2234 1.6026
C -5.2422 2.4036 0.2168
C -4.9567 1.3642 1.1451
C -3.7991 0.6159 1.0191
C -2.9216 0.7972 -0.0839
C -1.6610 0.0899 -0.1994
C -1.0188 -0.3997 0.9630
C 0.0507 -1.2811 0.9507
C 0.2183 -2.3261 1.9406
C 0.9878 -3.4619 1.5991
C 1.1703 -4.4948 2.5070
C 0.5716 -4.4303 3.7705
C -0.2219 -3.3283 4.1148
C -0.4137 -2.2852 3.2080
C -1.0790 -0.1288 -1.5223
C 0.2887 0.0910 -1.7571
C 0.8501 -0.0769 -3.0071
C 0.0330 -0.4202 -4.1154
N 0.5578 -0.4858 -5.3717
C -0.1636 -1.0264 -6.5079
C 1.8875 -0.0027 -5.6930
C -1.3456 -0.6874 -3.8838
C -1.8809 -0.5339 -2.6209
C -3.2896 1.7524 -1.0668
C -4.4018 2.5566 -0.9159
H -6.4599 4.0003 -1.5578
H -7.6267 4.6262 -0.3570
H -5.9392 5.1972 -0.3414
H -6.5379 2.8567 2.4630
H -7.4438 4.2495 1.7990
H -7.9977 2.5872 1.4675
H -5.6465 1.1638 1.9673
H -3.5761 -0.1434 1.7699
H -1.4657 -0.1419 1.9283
H 0.7177 -1.3332 0.0947
H 1.4247 -3.5038 0.5961
H 1.7881 -5.3490 2.2309
H 0.7188 -5.2431 4.4825
H -0.6984 -3.2747 5.0897
H -1.0583 -1.4384 3.4463
H 0.9096 0.4355 -0.9257
H 1.9249 0.0596 -3.1366
H -0.9226 -1.7492 -6.1945
H -0.6465 -0.2336 -7.1027
H 0.5629 -1.5283 -7.1609
H 2.1840 0.8339 -5.0479
H 2.6371 -0.8072 -5.6026
H 1.8786 0.3360 -6.7378
H -1.9905 -0.9782 -4.7120
H -2.9436 -0.7188 -2.4724
H -2.6679 1.8891 -1.9471
H -4.6236 3.3055 -1.6718


(3)
DFT (ωB97M-V/def2-TZVPD) results for C35H41AsN5P2PdSSe2Te as an isolated structure.

Results
**Electronic energy**: -10147.6748 Eh
**Charge**: -1
**2S+1**: 3
**Orbital gap (alpha / beta)**: 5.97 / 6.09 eV
**Energy relative to the best compared isomer or geometry (same formula, charge and spin)**: 23.84 kJ/mol
**Lowest unoccupied orbital energy (alpha / beta)**: 2.21 / 0.89 eV

Atoms and positions in Å:
Pd -2.2928 0.5706 -1.2100
Se 5.7219 1.1967 -2.0818
P 3.9593 1.2285 -0.9297
C 3.5642 2.9249 -0.4156
C 2.3595 3.5255 -0.7553
C 2.1279 4.8551 -0.4252
C 3.0923 5.5824 0.2505
C 4.3042 4.9878 0.5846
C 4.5468 3.6703 0.2396
C 4.2342 0.2507 0.5829
C 4.4403 0.7960 1.8429
C 4.7324 -0.0282 2.9218
C 4.8223 -1.4001 2.7451
C 4.6293 -1.9485 1.4833
C 4.3423 -1.1280 0.4067
C 2.4984 0.5317 -1.7139
C 1.1370 0.3211 -1.4079
N 0.6072 -0.2699 -2.4987
N 1.5566 -0.4386 -3.3977
N 2.6998 0.0372 -2.9541
P -0.0963 0.3686 -0.0760
Se -3.2766 2.9628 -0.8972
C 0.4022 1.6426 1.1485
C -0.2262 2.8834 1.1127
C 0.1060 3.8741 2.0250
C 1.0710 3.6324 2.9906
C 1.6962 2.3946 3.0406
C 1.3603 1.4062 2.1287
C 0.2942 -1.1510 0.8693
C 1.0827 -2.1647 0.3413
C 1.2702 -3.3494 1.0423
C 0.6743 -3.5337 2.2780
C -0.1093 -2.5212 2.8211
C -0.2965 -1.3421 2.1215
H 1.6089 2.9605 -1.2911
H 1.1868 5.3155 -0.6965
H 2.9081 6.6180 0.5082
H 5.0680 5.5599 1.0960
H 5.5082 3.2153 0.4440
H 4.3572 1.8653 1.9889
H 4.8853 0.4044 3.9027
H 5.0431 -2.0415 3.5888
H 4.7031 -3.0186 1.3390
H 4.2063 -1.5461 -0.5842
H -0.9702 3.0729 0.3524
H -0.3872 4.8365 1.9739
H 1.3384 4.4046 3.7006
H 2.4504 2.1965 3.7924
H 1.8411 0.4404 2.1880
H 1.5567 -2.0206 -0.6217
H 1.8906 -4.1280 0.6163
H 0.8223 -4.4581 2.8216
H -0.5688 -2.6504 3.7931
H -0.8928 -0.5469 2.5562
Te -3.5597 2.0186 -3.1178
S -6.9796 0.6623 0.3029
C -5.5505 0.4294 1.1228
N -4.9067 1.3403 1.9090
C -3.5438 0.8900 2.1989
C -3.6787 -0.6253 2.0205
N -4.8202 -0.6993 1.1281
H -5.0789 2.3107 1.6906
H -3.2315 1.1758 3.2027
H -2.8423 1.2960 1.4634
H -3.9011 -1.1216 2.9727
H -2.7919 -1.0742 1.5738
H -5.1734 -1.5368 0.6938
C -1.4256 -2.4072 -5.1788
C -1.7785 -1.1644 -4.3711
As -2.3609 -1.5010 -2.5316
C -1.3360 -3.0915 -2.0422
C -1.8027 -3.6691 -0.7086
C -4.0981 -2.3363 -2.9821
C -5.1374 -2.3202 -1.8697
H -1.2254 -2.1401 -6.2183
H -2.2308 -3.1455 -5.1751
H -0.5238 -2.8771 -4.7865
H -2.6127 -0.6236 -4.8280
H -0.9233 -0.4897 -4.3123
H -0.2927 -2.7761 -1.9989
H -1.4273 -3.8299 -2.8408
H -1.7952 -2.9043 0.0723
H -1.1502 -4.4775 -0.3762
H -2.8159 -4.0658 -0.7835
H -3.9079 -3.3580 -3.3217
H -4.4713 -1.7742 -3.8419
H -4.7773 -2.8728 -0.9989
H -6.0699 -2.7905 -2.1881
H -5.3691 -1.2983 -1.5620


(4)
DFT (ωB97M-V/def2-TZVPD) results for C35H41Cl2N2OP3W as an isolated structure in a non-equilibrium geometry.

Results
**Electronic energy**: -3553.9761 Eh
**Charge**: +2
**2S+1**: 3
**Orbital gap (alpha / beta)**: 7.09 / 5.99 eV
**Energy relative to the best compared isomer or geometry (same formula, charge and spin)**: 38.79 kJ/mol
**Lowest unoccupied orbital energy (alpha / beta)**: -5.29 / -7.21 eV

Atoms and positions in Å:
P 1.3326 1.6008 -4.9656
C 3.0203 1.6392 -4.7789
C 3.6379 1.2041 -5.9705
H 3.0238 0.6920 -6.7123
C 4.9786 1.4692 -6.1736
H 5.4373 1.1223 -7.0901
C 5.7332 2.1777 -5.2337
H 6.7839 2.4040 -5.4435
C 5.1100 2.6317 -4.0636
H 5.6931 3.2014 -3.3472
C 3.7620 2.3677 -3.8123
H 3.2945 2.7252 -2.9036
C 0.5210 0.1481 -5.4219
C 1.1962 -1.0892 -5.5403
H 2.2578 -1.1636 -5.3001
C 0.4912 -2.1959 -5.9989
H 0.9786 -3.1711 -6.0374
C -0.8342 -2.0778 -6.4251
H -1.3787 -2.9475 -6.8113
C -1.4391 -0.8211 -6.4430
H -2.4338 -0.6878 -6.8578
C -0.7919 0.2909 -5.9311
H -1.2553 1.2774 -5.9260
C 0.3514 2.9835 -4.7773
C 0.2965 3.5007 -6.0846
H 0.8471 2.9615 -6.8669
C -0.4558 4.6326 -6.3126
H -0.5228 4.9826 -7.3286
C -1.0966 5.2999 -5.2670
H -1.6615 6.2068 -5.4991
C -0.9935 4.7981 -3.9754
H -1.4737 5.3390 -3.1639
C -0.2964 3.6199 -3.6982
H -0.2198 3.2351 -2.6864
W 0.6316 -0.6917 -0.2960
C -1.3809 -1.3457 -0.5060
C -2.1193 -0.9849 -1.5716
H -1.8262 -2.0483 0.1978
C -1.5620 0.0974 -2.4784
O -2.4687 1.2504 -2.4830
H -2.0445 1.9599 -3.0018
C -0.2315 0.3983 -1.8975
H -1.4482 -0.2944 -3.5070
C 0.9432 0.7964 -1.4699
Cl 0.5523 -2.1164 1.6026
Cl 2.6220 0.2858 0.6023
P 2.0153 -2.5378 -1.1416
C 3.2561 -3.1414 0.0456
H 2.7741 -3.6068 0.9125
H 3.8623 -2.3052 0.4106
H 3.9162 -3.8748 -0.4340
C 0.9130 -3.9409 -1.4807
H 0.1057 -3.6230 -2.1543
H 0.4569 -4.3057 -0.5502
H 1.4749 -4.7565 -1.9579
C 2.9076 -2.1822 -2.6431
H 3.3687 -1.1913 -2.5774
H 2.2193 -2.1821 -3.4933
H 3.6923 -2.9324 -2.8152
P -3.7342 -1.6943 -1.9432
C -4.2432 -2.7044 -0.5544
C -3.5359 -2.6526 -3.4585
H -4.3459 -2.0706 0.3421
H -3.4990 -3.4923 -0.3589
H -5.2161 -3.1711 -0.7840
H -3.0139 -2.0327 -4.2041
H -4.5334 -2.9351 -3.8369
H -2.9376 -3.5548 -3.2525
C -4.9285 -0.3938 -2.2821
H -5.5084 -0.1754 -1.3709
H -5.5987 -0.7156 -3.0977
H -4.3447 0.4934 -2.5757
H 1.5963 1.5609 -1.8179
N -2.4259 2.6480 6.4933
C -1.9180 2.3819 5.4675
C -1.3039 1.9922 4.2439
C 0.0083 1.4983 4.2462
C 0.4820 0.8556 3.0941
N -0.2422 0.8019 1.9621
C -1.4620 1.3517 1.9199
C -2.0078 2.0328 3.0286
H 0.6604 1.5708 5.1184
H 1.4634 0.3585 3.0910
H -2.0422 1.2353 0.9849
H -2.9678 2.5537 2.9249


(5)
DFT (ωB97M-V/def2-TZVPD) results for a 22-piece molecular cluster, C35H41Cl63F7O5S3 overall in a non-equilibrium geometry.

Results
**Electronic energy**: -32619.7560 Eh
**Charge**: +1
**Orbital gap**: 7.29 eV
**Lowest unoccupied orbital energy**: -4.16 eV

Atoms and positions in Å:
C 6.7678 3.1591 -0.3737
C 6.5650 1.8999 -1.2459
C 5.5839 2.1346 -2.4029
O 6.2876 1.9803 -3.6791
C 6.3214 3.1062 -4.4319
O 7.0192 4.0413 -4.1808
C 5.4280 3.1393 -5.6710
S 4.0360 4.2709 -5.4095
S 2.3961 3.0862 -4.8741
C 2.8149 1.3239 -4.8675
C 2.0118 0.4742 -3.8457
C 1.5810 -0.8624 -4.4754
C 2.7805 -1.7505 -4.8185
O 3.1874 -1.4896 -6.1780
C 2.0715 3.6350 -3.0908
F 2.5830 4.8551 -3.0077
F 2.6635 2.8548 -2.1905
C 0.5166 3.7083 -2.8880
F -0.0867 2.8425 -3.7175
F 0.1371 4.9380 -3.2528
C 0.0310 3.3934 -1.4371
F -0.1002 2.0807 -1.2966
F -1.1848 3.9244 -1.2956
F 0.8127 3.9127 -0.5082
O 6.2541 0.7257 -0.4899
C 4.9981 0.6395 0.0183
O 4.5175 1.4238 0.7829
C 4.2162 -0.5975 -0.4291
S 5.0939 -1.7277 -1.5345
H 7.6235 3.7246 -0.7373
H 5.8737 3.7796 -0.3882
H 6.9620 2.8336 0.6448
H 7.5254 1.6881 -1.7112
H 5.1931 3.1517 -2.3644
H 4.7661 1.4125 -2.4279
H 5.9971 3.5906 -6.4834
H 5.0956 2.1544 -5.9887
H 3.8841 1.1633 -4.7371
H 2.5474 0.9866 -5.8719
H 1.1604 0.9920 -3.4113
H 2.6908 0.2403 -3.0215
H 0.9760 -1.3757 -3.7278
H 1.0319 -0.6648 -5.3953
H 2.5041 -2.8005 -4.7309
H 3.6318 -1.5522 -4.1650
H 4.1190 -1.2572 -6.1811
H 3.2463 -0.2898 -0.8179
H 4.0228 -1.1838 0.4707
H 5.5010 -0.9777 -2.5743
C -3.3884 3.2779 1.5869
Cl -4.8918 4.1945 1.4983
Cl -2.3379 3.8933 2.8733
Cl -3.7193 1.5612 1.8124
H -2.8666 3.4030 0.6456
C 0.0598 6.9043 4.1678
Cl 0.0440 6.7579 5.9233
Cl -0.1738 8.5808 3.6714
Cl 1.5622 6.2628 3.4969
H -0.7632 6.3226 3.7733
C 3.6824 7.2082 -0.1066
Cl 2.5811 5.8308 -0.0146
Cl 4.0020 7.8511 1.4957
Cl 5.1809 6.7450 -0.9262
H 3.2077 7.9828 -0.6948
C -3.5468 0.7114 6.2662
Cl -2.9287 1.9907 5.2217
Cl -5.1224 0.1608 5.6986
Cl -2.4068 -0.6372 6.3320
H -3.6647 1.1063 7.2667
C -8.8505 0.9707 5.9059
Cl -10.3829 1.8362 5.8384
Cl -7.8323 1.5865 7.2046
Cl -9.1156 -0.7655 6.0945
H -8.3329 1.1267 4.9681
C -3.3733 -0.8617 -1.2984
Cl -3.9131 -1.3321 -2.9100
Cl -2.4790 -2.1630 -0.5177
Cl -2.3851 0.5995 -1.3727
H -4.2480 -0.6468 -0.6973
C -0.5649 -5.6038 1.6994
Cl -2.1977 -6.2544 1.7786
Cl 0.5065 -6.6872 0.8134
Cl -0.5590 -4.0048 0.9451
H -0.1904 -5.5010 2.7096
C -2.1734 7.7585 -0.6638
Cl -3.0838 6.6382 0.3546
Cl -1.0577 8.7203 0.3006
Cl -1.3008 6.8596 -1.9111
H -2.8758 8.4261 -1.1467
C -5.5041 8.9791 -3.3265
Cl -5.5849 8.9625 -1.5631
Cl -5.7128 10.6068 -3.9548
Cl -3.9743 8.2828 -3.8850
H -6.3071 8.3595 -3.7043
C -4.0755 4.5335 -3.5865
Cl -2.9844 3.4948 -4.5176
Cl -5.5151 4.9256 -4.5242
Cl -4.5105 3.7784 -2.0541
H -3.5537 5.4575 -3.3676
C -1.5504 0.8190 -7.3680
Cl -3.0710 1.6072 -7.7516
Cl -0.7265 1.6677 -6.0350
Cl -1.7931 -0.8720 -6.9553
H -0.9103 0.8709 -8.2389
C 6.8012 -4.1088 1.9504
Cl 5.1761 -4.7904 1.9634
Cl 7.9049 -5.1472 1.0480
Cl 6.7834 -2.4822 1.2598
H 7.1542 -4.0428 2.9710
C -9.8076 -3.8565 7.9969
Cl -8.8400 -5.3259 8.1555
Cl -11.3313 -4.1961 7.1783
Cl -10.0933 -3.1230 9.5725
H -9.2481 -3.1554 7.3931
C -13.7478 3.5962 4.5618
Cl -15.3836 2.9941 4.8177
Cl -12.8660 2.5612 3.4354
Cl -13.7724 5.2650 3.9917
H -13.2306 3.5755 5.5122
C -4.7317 -4.0436 -5.5016
Cl -4.6706 -2.3594 -6.0330
Cl -5.9896 -4.9280 -6.3573
Cl -3.1581 -4.8140 -5.7168
H -4.9683 -4.0530 -4.4454
C 3.7897 -6.9596 -0.9425
Cl 3.7744 -5.2386 -1.3445
Cl 2.6014 -7.8463 -1.8967
Cl 5.3988 -7.6362 -1.1391
H 3.5180 -7.0565 0.1019
C 6.0496 -10.6096 1.5239
Cl 4.6052 -9.5979 1.6528
Cl 6.7694 -10.4668 -0.0817
Cl 7.2192 -10.1919 2.7752
H 5.7500 -11.6386 1.6702
C 0.4688 -3.3862 7.6246
Cl -0.3692 -4.5038 8.6982
Cl 1.7507 -2.5310 8.4792
Cl 1.1123 -4.2334 6.2133
H -0.2478 -2.6549 7.2759
C 2.5719 -9.4669 5.1166
Cl 1.8960 -8.7816 3.6325
Cl 2.2955 -11.2058 5.1789
Cl 4.2886 -9.0956 5.2650
H 2.0590 -9.0129 5.9538
C -7.5821 -7.7802 5.6678
Cl -8.6252 -6.7805 4.6593
Cl -7.9301 -9.4919 5.4328
Cl -5.8802 -7.4346 5.3480
H -7.7838 -7.5354 6.7018
C 9.2776 -3.1004 -1.9254
Cl 9.3204 -1.3879 -2.3696
Cl 8.1098 -3.9703 -2.9201
Cl 10.8770 -3.8226 -2.0504
H 8.9522 -3.1689 -0.8948